Formula: C42H100O23P2
Source: the OMol25 dataset
Level of theory: ωB97M-V with the def2-TZVPD basis set

Geometry as XYZ:
```
167
Properties=species:S:1:pos:R:3:lowdin_charge:R:1
C -5.12707 6.16428 9.83933 -0.1113
O -5.90327 6.14728 8.67957 -0.1752
C -6.28010 4.92721 8.13343 -0.2099
C -6.96749 5.16465 6.77723 -0.1762
O -5.99327 5.51263 5.78308 -0.1583
C -6.47807 5.81091 4.45648 -0.1642
C -7.55541 6.88909 4.37555 -0.2332
O -8.80485 6.29741 4.61381 -0.1973
C -9.94017 7.13528 4.13349 -0.0528
H -5.56763 5.57752 10.64537 0.0844
H -4.82271 7.15965 10.16296 0.0913
H -4.21929 5.59977 9.62633 0.0805
H -6.90263 4.20746 8.66495 0.1261
H -5.32101 4.47060 7.88898 0.1213
H -7.82286 5.81557 6.95822 0.1176
H -7.44678 4.38634 6.18344 0.1227
H -6.79034 4.87131 4.00072 0.1228
H -5.53796 6.08818 3.97959 0.1250
H -7.51738 7.43864 3.43499 0.1206
H -7.29128 7.61274 5.14671 0.1303
H -9.63894 8.17430 4.26686 0.0712
H -10.93439 7.13148 4.58025 0.0836
H -9.97361 7.07484 3.04568 0.0809
C -8.60152 -13.38982 -5.85394 -0.1439
O -7.36864 -12.80539 -5.97410 -0.1957
C -7.21279 -11.50083 -5.51619 -0.1723
C -5.86894 -11.57930 -4.69614 -0.1138
O -5.93004 -10.27721 -4.05361 -0.1918
C -4.95488 -9.97263 -3.05450 -0.2033
C -5.20155 -8.65042 -2.34660 -0.1726
O -5.00415 -7.56843 -3.24411 -0.2156
C -5.69296 -7.41728 -4.42942 -0.1189
H -8.78170 -14.35746 -6.32225 0.0848
H -9.27924 -12.84621 -6.51218 0.0878
H -8.95243 -13.49806 -4.82766 0.0927
H -8.06102 -11.27941 -4.86844 0.1205
H -7.14608 -10.78252 -6.33332 0.1302
H -5.08404 -11.50317 -5.44862 0.1187
H -5.59159 -12.39540 -4.02892 0.1260
H -3.94247 -9.89153 -3.45016 0.1255
H -4.84226 -10.78269 -2.33392 0.1191
H -4.53233 -8.44088 -1.51212 0.1314
H -6.25291 -8.58548 -2.06634 0.1224
H -6.76532 -7.54978 -4.28594 0.0948
H -5.19438 -8.18118 -5.02606 0.0829
H -5.40362 -6.45499 -4.85179 0.0913
C 10.69652 -4.91450 -6.45238 -0.1516
O 9.65403 -5.67749 -6.97646 -0.1560
C 10.13458 -6.90788 -7.52210 -0.1963
C 10.70401 -6.91821 -8.95036 -0.1567
O 11.97919 -6.26288 -9.04983 -0.1652
C 13.04997 -6.70308 -8.09120 -0.1616
C 14.43900 -6.32296 -8.62429 -0.1644
O 14.56600 -7.11249 -9.88797 -0.2100
C 15.60396 -6.48244 -10.79064 -0.0650
H 10.29820 -3.97065 -6.08010 0.0850
H 11.50694 -4.67790 -7.14184 0.0826
H 11.10031 -5.14645 -5.46686 0.0860
H 9.21509 -7.48960 -7.58738 0.1224
H 10.76018 -7.32956 -6.73539 0.1179
H 10.03988 -6.35309 -9.60433 0.1308
H 10.91610 -7.93538 -9.27975 0.1247
H 13.04376 -7.78143 -7.93238 0.1214
H 12.91586 -6.33760 -7.07309 0.0970
H 15.23107 -6.51234 -7.89982 0.1188
H 14.46751 -5.27423 -8.92003 0.1145
H 15.80493 -7.18927 -11.59569 0.0788
H 16.48865 -6.21251 -10.21395 0.0724
H 15.28327 -5.53412 -11.22188 0.0744
C -5.46005 2.87549 -15.00198 -0.1437
O -4.40986 3.20782 -14.11925 -0.1608
C -3.39055 2.13053 -14.05542 -0.1688
C -2.05268 2.59565 -13.45007 -0.2097
O -2.17363 3.24549 -12.21174 -0.1343
C -2.47791 2.53288 -10.94737 -0.1510
C -1.57197 3.02408 -9.87355 -0.1870
O -1.93681 2.66738 -8.51098 -0.1816
C -1.10575 2.91165 -7.41488 -0.1309
H -6.09646 2.03479 -14.72576 0.0822
H -5.17092 2.68366 -16.03528 0.0795
H -6.11908 3.74084 -15.07227 0.0845
H -3.15219 1.63767 -14.99796 0.1172
H -3.69289 1.30223 -13.41464 0.1117
H -1.61974 3.26048 -14.19749 0.1231
H -1.36588 1.75280 -13.37257 0.1229
H -2.40614 1.44625 -10.99417 0.1226
H -3.54838 2.61229 -10.75799 0.1278
H -1.36051 4.08302 -10.02192 0.1247
H -0.55675 2.66652 -10.04556 0.1215
H -0.06242 2.60278 -7.47941 0.0822
H -1.53833 2.46368 -6.52027 0.0869
H -1.06868 3.98382 -7.22206 0.0808
C 1.44846 -6.65029 14.18191 -0.0748
O 0.49637 -6.48246 13.09016 -0.1894
C -0.46914 -7.48026 13.01065 -0.2525
C -0.81308 -7.77694 11.60359 -0.1579
O -2.28910 -7.67978 11.51511 -0.1454
C -2.96856 -8.40139 10.46337 -0.1630
C -2.57929 -8.10940 8.95876 -0.1379
O -1.20476 -8.48494 8.68425 -0.1923
C -0.70506 -8.49280 7.42876 -0.1639
H 2.27152 -5.96030 13.99598 0.0816
H 1.89480 -7.63203 14.34024 0.0814
H 0.88261 -6.33254 15.05766 0.0835
H -1.32055 -6.99307 13.48588 0.1326
H -0.18132 -8.42125 13.47948 0.1250
H -0.45005 -8.78103 11.38423 0.1211
H -0.23126 -7.11137 10.96594 0.1265
H -4.00470 -8.10162 10.62042 0.1163
H -3.01625 -9.46325 10.70477 0.1156
H -2.75284 -7.04949 8.77287 0.1210
H -3.30553 -8.66593 8.36635 0.1157
H -0.61750 -7.56743 6.85944 0.0820
H -1.42132 -8.97833 6.76595 0.0800
H 0.25092 -9.01551 7.39742 0.0949
C -1.05966 14.50061 3.25204 -0.0580
C 0.42345 14.58994 2.82373 -0.2820
O 1.18519 14.96171 3.96502 -0.1920
P 2.80723 14.97727 3.65310 0.4654
O 3.31006 15.89896 2.65456 -0.2009
O 3.48500 15.13838 5.12501 -0.1552
C 3.09842 16.26001 5.81372 -0.3191
C 3.71600 17.63411 5.43390 -0.0664
O 3.08648 13.41854 3.48130 -0.1891
C 4.40512 12.94825 3.32268 -0.2456
C 4.49297 12.03895 2.00359 -0.0519
H -1.09879 14.93509 4.25094 0.0728
H -1.61848 15.24331 2.68264 0.0702
H -1.50498 13.50622 3.28325 0.0741
H 0.68322 13.62767 2.38251 0.1140
H 0.51253 15.40572 2.10633 0.1145
H 2.01658 16.36964 5.73831 0.1034
H 3.34592 16.11207 6.86489 0.1193
H 4.77195 17.58984 5.70055 0.0679
H 3.77584 17.81863 4.36129 0.0600
H 3.32292 18.52162 5.92979 0.0748
H 5.19425 13.67872 3.14438 0.1118
H 4.65654 12.45919 4.26380 0.1178
H 4.66027 12.56439 1.06336 0.0684
H 5.30478 11.32265 2.13000 0.0621
H 3.61938 11.40474 1.85290 0.0638
C -1.84995 -0.92175 2.47751 -0.0767
C -0.75506 -0.72491 1.48688 -0.3244
O 0.33949 -0.17299 2.12865 -0.1647
P 1.73914 -0.98633 2.33630 0.4738
O 1.76263 -2.42528 1.94622 -0.2392
O 2.76431 -0.08674 1.53713 -0.1723
C 4.19497 -0.21702 1.76795 -0.2381
C 4.90260 0.96569 1.09071 -0.0772
O 2.08665 -0.58765 3.86725 -0.1931
C 1.23370 -0.86504 4.91735 -0.2503
C 0.84880 -2.40009 4.92579 -0.0649
H -2.00973 -0.08862 3.16196 0.0870
H -2.72206 -1.11628 1.85325 0.0809
H -1.71183 -1.82694 3.06883 0.0641
H -0.55004 -1.59761 0.86682 0.1225
H -1.15348 -0.01141 0.76556 0.1172
H 4.54173 -0.29577 2.79833 0.1157
H 4.52956 -1.14420 1.30266 0.1134
H 4.73853 1.86361 1.68647 0.0687
H 5.97932 0.84340 0.97326 0.0763
H 4.47305 1.40501 0.19039 0.0746
H 1.63283 -0.53567 5.87669 0.1166
H 0.36619 -0.23484 4.72146 0.1040
H -0.15863 -2.59021 4.55560 0.0515
H 1.45869 -3.20289 4.51150 0.0738
H 0.75199 -2.70312 5.96833 0.0610
```

Output
Energy: -110834.9536 eV
Orbital gap: 10.01 eV


Formula: C42H102BF8N11O18S4
Source: the OMol25 dataset
Level of theory: ωB97M-V with the def2-TZVPD basis set

Geometry as XYZ:
```
186
Properties=species:S:1:pos:R:3:lowdin_charge:R:1
C -31.80293 -7.04493 -4.88464 -0.0438
C -31.31811 -8.39246 -4.35334 -0.1641
N -32.40658 -9.26392 -3.92303 -0.0318
C -33.20129 -10.00012 -4.77929 0.0263
C -34.11660 -10.62243 -4.01659 0.0200
N -33.81585 -10.32652 -2.69928 -0.0823
C -32.66710 -9.68207 -2.69838 -0.0363
C -34.60809 -10.78770 -1.56441 0.0327
H -32.72969 -7.25848 -5.41397 0.0912
H -31.00832 -6.55131 -5.43060 0.0714
H -32.07285 -6.45501 -4.00220 0.0780
H -30.61557 -8.19230 -3.54506 0.1079
H -30.76067 -8.90298 -5.13918 0.1236
H -33.00862 -9.94375 -5.83774 0.1575
H -35.04824 -11.10163 -4.26070 0.1499
H -32.05876 -9.46875 -1.83662 0.1651
H -35.22139 -9.93289 -1.26016 0.1111
H -33.94969 -10.83395 -0.69651 0.1005
H -35.24518 -11.64281 -1.73328 0.1113
C -25.74748 -7.33364 -0.90162 -0.0431
C -25.67630 -8.44286 0.16727 -0.1358
N -26.69263 -8.27566 1.19631 -0.0367
C -28.02982 -8.60008 1.08271 -0.0007
C -28.62703 -8.27786 2.24610 0.0078
N -27.69331 -7.61971 3.01342 -0.0715
C -26.52129 -7.74722 2.40321 -0.0119
C -27.79364 -7.08678 4.38166 0.0458
H -25.31727 -6.41585 -0.50741 0.0800
H -26.74442 -7.14157 -1.30444 0.0624
H -25.24140 -7.67111 -1.80451 0.0542
H -24.67251 -8.33597 0.57174 0.1311
H -25.76288 -9.44509 -0.24991 0.1152
H -28.42541 -8.95775 0.14870 0.1360
H -29.58585 -8.50685 2.67967 0.1462
H -25.56008 -7.54705 2.84657 0.1772
H -26.79986 -7.15691 4.82075 0.1041
H -28.44343 -7.69009 5.00574 0.1128
H -28.04319 -6.03189 4.33508 0.1084
C -21.21604 -0.29289 -1.15634 -0.0569
O -21.38083 -1.69585 -0.91061 -0.2184
C -20.27164 -2.48521 -1.25270 -0.2150
C -20.73320 -3.94391 -1.34445 -0.0629
N -21.69371 -4.17031 -2.48841 0.0659
H -21.25051 -3.94181 -3.38789 0.1942
H -21.92524 -5.16756 -2.61194 0.1700
C -22.97877 -3.40342 -2.46236 -0.0835
C -23.97589 -4.11981 -3.42418 -0.2156
O -23.80328 -5.49459 -3.34525 -0.1969
C -24.70518 -6.27575 -4.13728 -0.0501
H -22.19701 0.09643 -0.87709 0.0941
H -21.19267 -0.05780 -2.22602 0.0927
H -20.40197 0.12195 -0.57013 0.1046
H -19.54940 -2.43125 -0.42819 0.1470
H -19.71922 -2.24613 -2.17325 0.1407
H -21.33514 -4.07972 -0.44839 0.1401
H -19.87851 -4.58774 -1.52469 0.1457
H -22.86451 -2.42857 -2.91451 0.1326
H -23.43736 -3.43609 -1.48224 0.1363
H -23.70721 -3.72631 -4.41624 0.1341
H -24.96918 -3.78441 -3.10045 0.1237
H -25.73130 -5.98151 -3.85683 0.0858
H -24.64335 -7.31978 -3.85001 0.0773
H -24.67041 -6.17108 -5.22518 0.1006
C -22.54834 -7.55303 -9.19308 -0.0705
O -23.87184 -7.04306 -9.07931 -0.1948
C -24.69252 -7.91049 -8.34486 -0.2130
C -26.14187 -7.47281 -8.45676 -0.0645
N -26.71344 -7.78286 -9.81869 0.0549
H -26.48234 -8.79482 -10.07635 0.1133
H -27.76315 -7.83249 -9.86175 0.1068
C -26.27228 -6.96769 -11.00343 -0.0834
C -26.51893 -5.49035 -10.85813 -0.2029
O -25.64274 -4.75587 -10.02547 -0.2443
C -24.45367 -4.19997 -10.56632 -0.0806
H -22.05820 -7.03134 -10.01312 0.0942
H -22.48656 -8.62467 -9.39195 0.0793
H -22.02376 -7.35139 -8.24844 0.0855
H -24.45768 -7.87639 -7.27362 0.1225
H -24.61445 -8.94243 -8.67197 0.0812
H -26.21228 -6.41216 -8.24160 0.1094
H -26.81748 -8.13349 -7.91408 0.1306
H -26.73971 -7.45056 -11.85866 0.1336
H -25.20190 -7.13267 -11.12003 0.1298
H -27.50420 -5.26773 -10.44961 0.0981
H -26.56249 -4.98075 -11.82622 0.1421
H -23.93342 -5.05132 -11.00867 0.0891
H -23.87820 -3.87135 -9.70127 0.0806
H -24.59946 -3.37254 -11.26214 0.0911
C -27.93703 -4.42465 -6.61198 -0.0506
O -27.53621 -3.03093 -6.48146 -0.2047
C -26.66582 -2.71967 -7.53027 -0.2333
C -26.22806 -1.25878 -7.54648 -0.0748
N -27.36972 -0.27918 -7.55778 0.0758
H -28.13985 -0.74843 -8.07970 0.1544
H -27.73253 -0.02258 -6.64682 0.1669
C -27.09471 0.97025 -8.32519 -0.0958
C -28.40088 1.54172 -8.82131 -0.2219
O -29.10722 0.49109 -9.38732 -0.2018
C -30.47836 0.73726 -9.69129 -0.0420
H -28.31314 -4.61999 -7.62111 0.0802
H -28.73467 -4.74577 -5.94711 0.0827
H -27.03159 -5.01572 -6.46404 0.0832
H -27.07170 -2.84517 -8.54762 0.1410
H -25.73457 -3.29971 -7.54535 0.1381
H -25.57435 -1.07233 -8.38981 0.1428
H -25.69375 -1.14983 -6.59793 0.1341
H -26.33614 0.95684 -9.11118 0.1478
H -26.52988 1.65262 -7.67886 0.1468
H -28.20791 2.41400 -9.45867 0.1504
H -28.99021 2.01843 -8.01402 0.1353
H -30.94721 0.95305 -8.72688 0.0855
H -30.92187 -0.12506 -10.18000 0.1033
H -30.62007 1.54886 -10.40817 0.1076
C -30.64818 -2.72486 -7.59579 -0.0865
O -30.31378 -1.42171 -7.16474 -0.2047
C -31.25266 -0.88595 -6.25678 -0.1658
C -31.03193 -1.53024 -4.88182 -0.0852
N -29.59141 -1.55294 -4.43274 0.0790
H -29.28030 -0.57577 -4.43814 0.1693
H -28.93876 -2.04482 -5.07336 0.1493
C -29.37525 -1.88930 -2.97015 -0.0772
C -28.70250 -3.21655 -2.74040 -0.2473
O -29.60748 -4.18287 -3.13180 -0.1624
C -29.19930 -5.52503 -2.88077 -0.0646
H -29.79851 -3.12760 -8.15567 0.0774
H -31.45576 -2.84107 -8.32699 0.1185
H -30.79573 -3.52632 -6.85864 0.0916
H -32.27399 -0.98550 -6.61799 0.1516
H -30.99680 0.15537 -6.03216 0.1309
H -31.36857 -2.56594 -4.83381 0.1332
H -31.52279 -1.01111 -4.05909 0.1408
H -30.34080 -1.86624 -2.46887 0.1415
H -28.79650 -1.09816 -2.49233 0.1420
H -28.41202 -3.32935 -1.68538 0.1393
H -27.69550 -3.24083 -3.19615 0.1245
H -29.00987 -5.87310 -1.86124 0.0951
H -28.28849 -5.65508 -3.47954 0.0765
H -29.89416 -6.22182 -3.33772 0.0555
C -23.39748 -13.54132 -5.20313 -0.0377
O -24.61389 -13.14649 -4.55422 -0.2263
C -25.67689 -14.04913 -4.66712 -0.2144
C -26.98362 -13.37897 -4.43010 -0.0602
N -27.06520 -12.90379 -2.98601 0.0860
H -27.79760 -13.31991 -2.41365 0.1790
H -26.19322 -13.18159 -2.51062 0.1674
C -27.17243 -11.40431 -2.79892 -0.0842
C -25.83920 -10.76571 -2.99822 -0.1887
O -25.04616 -11.28653 -1.90012 -0.2245
C -23.66203 -10.91528 -2.00466 -0.0599
H -22.75027 -12.67682 -5.29953 0.0955
H -23.72559 -13.82835 -6.20699 0.0964
H -22.91833 -14.35893 -4.66559 0.0986
H -25.50822 -14.88289 -3.96961 0.1444
H -25.63088 -14.45096 -5.68612 0.1446
H -27.88188 -13.96629 -4.62740 0.1466
H -27.20156 -12.56324 -5.12451 0.1419
H -27.51633 -11.37774 -1.76196 0.1290
H -27.91836 -10.95686 -3.45778 0.1243
H -25.75413 -9.67906 -2.92845 0.1027
H -25.38629 -11.02762 -3.96199 0.1326
H -23.01682 -11.74425 -2.26643 0.0990
H -23.52733 -10.30882 -1.10501 0.0798
H -23.50379 -10.14027 -2.76959 0.0900
N -29.62617 -7.91452 -10.06785 -0.2719
S -29.96509 -7.06699 -11.36412 0.4828
O -29.24206 -5.86221 -11.64103 -0.2734
O -31.24945 -7.20240 -11.93869 -0.2154
F -29.13935 -8.13115 -12.29508 -0.2076
S -30.61365 -7.11178 -9.05818 0.4774
O -31.94853 -7.56564 -9.11791 -0.2406
O -30.33129 -5.71684 -8.88179 -0.2961
F -30.11329 -7.76333 -7.68511 -0.1981
N -26.26083 -10.59144 -9.90215 -0.2619
S -24.99166 -11.07150 -10.76353 0.4483
O -24.98653 -12.39868 -11.25446 -0.2320
O -23.77029 -10.42471 -10.39925 -0.2787
F -25.46068 -10.33186 -12.12737 -0.2001
S -25.86187 -11.68309 -8.58867 0.5312
O -24.93856 -11.26886 -7.58524 -0.2812
O -26.04080 -13.06746 -8.83857 -0.2443
F -27.24694 -11.25009 -7.91851 -0.2218
B -27.67938 -8.36870 -4.86772 -1.2614
F -28.11450 -7.26409 -5.63572 0.1013
F -28.37089 -9.53855 -5.26183 0.0976
F -26.33607 -8.67418 -5.17732 0.0993
F -27.74977 -8.07611 -3.47020 0.0663
```

Output
Energy: -164173.5448 eV
Orbital gap: 6.25 eV
Total charge: +4